# 1
{
  "formula": "C41H41IrN6P2Te",
  "method": "ωB97M-V with the def2-TZVPD basis set",
  "total_energy_ha": -2969.963595,
  "s2": 6.01,
  "e_above_lowest_ev": 0.418,
  "multiplicity": 5,
  "e_homo_ha": [-0.454, -0.506],
  "total_charge": 2,
  "homo_lumo_gap_ev": [7.39, 6.21],
  "e_lumo_ev": [-4.96, -7.55],
  "symbols": ["Ir", "Te", "C", "C", "C", "N", "C", "C", "C", "P", "C", "C", "C", "C", "C", "C", "C", "C", "C", "C", "C", "C", "P", "C", "C", "C", "C", "C", "C", "C", "C", "C", "C", "C", "C", "H", "H", "H", "H", "H", "H", "H", "H", "H", "H", "H", "H", "H", "H", "H", "H", "H", "H", "H", "H", "H", "H", "H", "H", "C", "C", "C", "N", "C", "C", "H", "H", "H", "H", "H", "C", "N", "C", "N", "C", "N", "C", "N", "C", "C", "H", "H", "H", "H", "H", "H", "H", "H", "H", "H", "H", "H"],
  "positions_angstrom": [[-0.6997, 0.6076, -1.0521], [2.2119, -2.3722, 1.6107], [2.4648, -1.5595, 3.5159], [2.9838, -0.2855, 3.6939], [3.1587, 0.1647, 4.9940], [2.8683, -0.5568, 6.0745], [2.3964, -1.7844, 5.8796], [2.1722, -2.3381, 4.6243], [1.3004, -0.8575, 0.6644], [1.3059, -0.7082, -1.1294], [2.9636, -0.1426, -1.5814], [4.0065, -1.0680, -1.6594], [5.3074, -0.6292, -1.8453], [5.5790, 0.7288, -1.9535], [4.5459, 1.6520, -1.8815], [3.2419, 1.2170, -1.6938], [1.1262, -2.3359, -1.9044], [1.5428, -2.5012, -3.2272], [1.3087, -3.6973, -3.8862], [0.6541, -4.7363, -3.2363], [0.2303, -4.5770, -1.9250], [0.4583, -3.3783, -1.2639], [0.0068, 0.2360, 1.2556], [0.6720, 1.9152, 1.4739], [-0.2334, 2.9467, 1.7480], [0.2049, 4.2557, 1.8296], [1.5470, 4.5549, 1.6075], [2.4456, 3.5402, 1.3203], [2.0107, 2.2212, 1.2569], [-0.5561, -0.3351, 2.8672], [-1.2295, -1.5551, 2.9524], [-1.5902, -2.0620, 4.1893], [-1.2873, -1.3479, 5.3429], [-0.6363, -0.1255, 5.2600], [-0.2727, 0.3885, 4.0234], [3.2562, 0.3422, 2.8588], [3.5574, 1.1566, 5.1750], [2.1787, -2.3605, 6.7714], [1.7672, -3.3378, 4.5390], [3.8081, -2.1310, -1.5953], [6.1111, -1.3501, -1.9104], [6.5967, 1.0653, -2.0973], [4.7554, 2.7100, -1.9679], [2.4469, 1.9468, -1.6133], [2.0643, -1.7020, -3.7405], [1.6425, -3.8219, -4.9074], [0.4760, -5.6694, -3.7529], [-0.2818, -5.3835, -1.4178], [0.1069, -3.2602, -0.2458], [-1.2801, 2.7186, 1.9234], [-0.4945, 5.0460, 2.0673], [1.8877, 5.5798, 1.6669], [3.4900, 3.7701, 1.1540], [2.7134, 1.4314, 1.0266], [-1.4776, -2.1087, 2.0524], [-2.1123, -3.0071, 4.2565], [-1.5661, -1.7442, 6.3101], [-0.4042, 0.4291, 6.1593], [0.2363, 1.3411, 3.9657], [-0.2725, 5.1133, -2.9294], [-1.2936, 4.8234, -2.0372], [-1.4447, 3.5240, -1.6006], [-0.6413, 2.5286, -2.0113], [0.3283, 2.8079, -2.8972], [0.5433, 4.0848, -3.3743], [-0.1210, 6.1254, -3.2795], [-1.9674, 5.5891, -1.6812], [-2.2251, 3.2551, -0.9001], [0.9174, 1.9687, -3.2420], [1.3336, 4.2601, -4.0900], [-2.5295, -1.7968, -1.2706], [-2.6130, -0.2986, -1.4278], [-3.6546, 0.1931, -0.4557], [-4.9250, -0.4438, -0.6840], [-4.7743, -1.8944, -0.5331], [-3.8007, -2.4316, -1.4905], [-4.2572, -2.1168, -2.8501], [-4.4013, -0.6706, -3.0397], [-3.1308, -0.0311, -2.8198], [-5.3650, -0.1635, -2.0568], [-2.1836, -1.9942, -0.2522], [-1.7897, -2.1616, -1.9829], [-3.7531, 1.2730, -0.5908], [-3.2916, -0.0137, 0.5531], [-5.7397, -2.3683, -0.7037], [-4.4466, -2.1206, 0.4832], [-5.2204, -2.5952, -3.0202], [-3.5385, -2.5072, -3.5720], [-3.2355, 1.0506, -2.9292], [-2.3844, -0.3970, -3.5274], [-6.3288, -0.6415, -2.2235], [-5.4809, 0.9136, -2.1865]]
}

# 2
{
  "formula": "C5H10S2",
  "method": "ωB97M-V with the def2-TZVPD basis set",
  "total_energy_ha": -992.790149,
  "e_above_lowest_ev": 1.990,
  "e_homo_ha": -0.327,
  "total_charge": 0,
  "homo_lumo_gap_ev": 8.49,
  "e_lumo_ev": -0.40,
  "symbols": ["C", "C", "C", "C", "H", "H", "H", "H", "H", "H", "H", "H", "S", "C", "S", "H", "H"],
  "positions_angstrom": [[-0.6973, -0.2345, 1.9990], [-0.4684, 0.2211, 0.7395], [-0.9576, -0.5352, -0.5106], [-2.0059, 0.3374, -1.2069], [-0.4782, 0.3548, 2.8472], [-1.1766, -1.1792, 2.0923], [0.2279, 1.1683, 0.4920], [-0.1888, -0.6840, -1.2149], [-1.4630, -1.5925, -0.3738], [-2.2217, -0.0416, -2.2176], [-1.7608, 1.4517, -1.1854], [-2.9301, 0.1852, -0.4596], [3.5641, -0.8778, -1.3611], [2.6219, -0.4264, -0.1364], [2.6150, 1.1887, 0.4862], [1.9823, -1.0045, 0.5633], [3.3372, 1.6683, -0.5532]]
}

# 3
{
  "formula": "C16H44AgN4O8S",
  "method": "ωB97M-V with the def2-TZVPD basis set",
  "total_energy_ha": -2001.921896,
  "s2": 0.75,
  "e_above_lowest_ev": 0.000,
  "multiplicity": 2,
  "e_homo_ha": [-0.255, -0.254],
  "total_charge": 0,
  "homo_lumo_gap_ev": [7.03, 4.96],
  "e_lumo_ev": [0.10, -1.96],
  "symbols": ["Ag", "S", "O", "O", "O", "O", "C", "C", "C", "O", "C", "N", "H", "H", "H", "H", "H", "H", "H", "H", "H", "H", "H", "C", "C", "C", "O", "C", "N", "H", "H", "H", "H", "H", "H", "H", "H", "H", "H", "H", "C", "C", "C", "O", "C", "N", "H", "H", "H", "H", "H", "H", "H", "H", "H", "H", "H", "C", "C", "C", "O", "C", "N", "H", "H", "H", "H", "H", "H", "H", "H", "H", "H", "H"],
  "positions_angstrom": [[-0.2962, -0.6785, -0.2064], [-0.2141, -2.9242, -1.9916], [0.2989, -4.2338, -1.5670], [-1.2896, -2.4248, -1.1711], [0.7842, -1.9089, -1.7113], [-0.5715, -2.9172, -3.3735], [-1.6993, -3.3759, 1.5770], [-0.7631, -2.4567, 2.4216], [-0.2351, -3.3255, 3.6121], [0.6643, -2.4838, 4.3330], [1.3109, -3.0442, 5.4476], [0.3451, -2.0496, 1.6276], [-2.2407, -4.0963, 2.1902], [-1.1307, -3.9224, 0.8246], [-2.4893, -2.8615, 1.0300], [-1.2530, -1.5756, 2.8361], [0.3955, -4.1108, 3.1954], [-1.0218, -3.7057, 4.2638], [1.8958, -3.9476, 5.2749], [0.7013, -3.2680, 6.3230], [2.0920, -2.3414, 5.7376], [0.9182, -1.7213, 2.3917], [0.7858, -2.9072, 1.3269], [1.0247, 1.5017, -3.2537], [-0.1879, 1.9087, -2.4323], [-1.1324, 2.9662, -3.1533], [-2.4847, 2.9055, -2.6070], [-3.4215, 3.8455, -3.1681], [-0.9643, 0.7001, -2.0693], [1.7109, 2.3431, -3.3500], [0.6445, 1.3285, -4.2605], [1.6315, 0.6916, -2.8493], [0.1337, 2.4065, -1.5175], [-1.1817, 2.8518, -4.2361], [-0.6184, 3.9028, -2.9373], [-4.3542, 3.7628, -2.6101], [-3.5999, 3.6307, -4.2217], [-2.9889, 4.8440, -3.1051], [-0.9194, 0.0859, -2.8699], [-1.9002, 1.0679, -2.1635], [3.7364, -0.9985, 1.0878], [3.2732, 0.3030, 0.3857], [4.2835, 0.8354, -0.6403], [3.6785, 2.0438, -1.2263], [4.6681, 2.6187, -2.0554], [1.9644, 0.1156, -0.2217], [4.6593, -0.9059, 1.6603], [3.8761, -1.7907, 0.3524], [2.9830, -1.3485, 1.7935], [3.1030, 1.0169, 1.1916], [4.2959, 0.0861, -1.4319], [5.2774, 0.8394, -0.1928], [5.3366, 3.3048, -1.5353], [4.0753, 3.2109, -2.7526], [5.1520, 1.9182, -2.7359], [1.8988, 1.0269, -0.6522], [2.1761, -0.5659, -0.9364], [-2.2405, 2.6149, 0.8587], [-2.0476, 1.3389, 1.7159], [-2.9546, 0.1775, 1.2936], [-2.6559, -0.1145, -0.0655], [-3.6726, -0.8005, -0.6969], [-0.6965, 0.9899, 1.5578], [-2.0655, 2.3887, -0.1931], [-1.6675, 3.4588, 1.2428], [-3.2976, 2.8806, 0.8665], [-2.1619, 1.5414, 2.7809], [-3.9712, 0.5297, 1.4680], [-2.8485, -0.6584, 1.9851], [-3.5677, -0.9007, -1.7773], [-4.5958, -0.2509, -0.5135], [-3.8573, -1.7932, -0.2863], [-0.4486, 0.6466, 2.4748], [-0.0677, 1.7786, 1.6107]]
}

# 4
{
  "formula": "C5H11N",
  "method": "ωB97M-V with the def2-TZVPD basis set",
  "total_energy_ha": -251.446258,
  "s2": 0.75,
  "e_above_lowest_ev": 3.831,
  "multiplicity": 2,
  "e_homo_ha": [-0.499, -0.495],
  "total_charge": 1,
  "homo_lumo_gap_ev": [10.60, 5.19],
  "e_lumo_ev": [-2.97, -8.28],
  "symbols": ["C", "N", "C", "C", "C", "C", "H", "H", "H", "H", "H", "H", "H", "H", "H", "H", "H"],
  "positions_angstrom": [[2.2651, -1.2859, -0.6293], [1.0275, -1.0413, -1.2396], [0.4425, 0.3018, -0.7817], [-0.5160, 0.1267, 0.3534], [-1.5520, 1.2669, 0.5950], [-2.2241, 1.0118, 1.7073], [2.2127, -1.9211, 0.3302], [2.8278, -0.3435, -0.5353], [2.8869, -1.9311, -1.2015], [0.3996, -1.7709, -1.0120], [-0.0744, 0.7922, -1.6338], [1.4036, 0.8414, -0.5166], [0.1869, -0.0016, 1.2184], [-1.3014, -0.6843, 0.1602], [-1.5251, 2.0677, -0.1173], [-2.0662, 0.0159, 2.2638], [-2.6348, 1.6959, 2.2525]]
}

# 5
{
  "formula": "C28H22O6S2",
  "method": "ωB97M-V with the def2-TZVPD basis set",
  "total_energy_ha": -2327.778621,
  "e_above_lowest_ev": 0.000,
  "e_homo_ha": -0.227,
  "total_charge": 0,
  "homo_lumo_gap_ev": 3.56,
  "e_lumo_ev": -2.62,
  "symbols": ["C", "O", "C", "S", "O", "O", "C", "C", "C", "C", "C", "C", "S", "O", "O", "H", "H", "H", "H", "H", "H", "H", "C", "O", "C", "C", "C", "C", "C", "C", "C", "C", "C", "C", "C", "C", "C", "C", "C", "C", "C", "C", "C", "H", "H", "H", "H", "H", "H", "H", "H", "H", "H", "H", "H", "H", "H", "H"],
  "positions_angstrom": [[0.3206, -0.5338, -2.2755], [-0.4457, 0.4336, -1.4233], [-1.7031, 0.2561, -1.0934], [-2.8520, 1.5959, -1.4585], [-3.0264, 2.4929, -0.3367], [-2.5601, 2.1071, -2.7826], [-4.3562, 0.6307, -1.6875], [-4.2075, -0.7441, -1.6494], [-5.3079, -1.5756, -1.9036], [-6.5484, -1.0031, -2.2047], [-6.6909, 0.3900, -2.2578], [-5.5832, 1.2068, -2.0315], [-2.5252, -1.3180, -1.3180], [-2.0537, -1.8829, -2.5826], [-2.4921, -2.1029, -0.1056], [1.2755, -0.0341, -2.4431], [0.4420, -1.4392, -1.6806], [-0.2085, -0.7159, -3.2094], [-5.1848, -2.6590, -1.8579], [-7.4108, -1.6355, -2.4175], [-7.6513, 0.8491, -2.4974], [-5.6404, 2.2899, -2.1273], [6.5505, 1.1515, -2.3681], [5.8646, -0.0847, -2.0704], [4.7950, -0.0489, -1.2363], [4.0507, -1.2493, -1.1358], [2.8402, -1.2428, -0.4904], [2.3712, -0.0876, 0.1922], [1.1854, -0.1564, 1.0003], [0.4818, 1.0023, 1.5037], [-0.2335, 0.5962, 2.6841], [-0.7613, 1.5231, 3.5633], [-0.6061, 2.8845, 3.2764], [0.0283, 3.2921, 2.0887], [0.5366, 2.3556, 1.1799], [-0.0008, -0.8178, 2.9049], [0.8988, -1.2825, 1.8772], [1.4598, -2.5565, 2.0110], [1.1060, -3.3518, 3.1101], [0.2322, -2.8845, 4.1021], [-0.3252, -1.6037, 4.0014], [3.1841, 1.0729, 0.1730], [4.3652, 1.1123, -0.5454], [7.2189, 0.8816, -3.1860], [5.8534, 1.9395, -2.6943], [7.1346, 1.4885, -1.4979], [4.4603, -2.1532, -1.5895], [2.2372, -2.1524, -0.5012], [-1.2649, 1.1501, 4.4550], [-0.9954, 3.6292, 3.9677], [0.1520, 4.3561, 1.8796], [1.0141, 2.6714, 0.2507], [2.1927, -2.9255, 1.2979], [1.5415, -4.3458, 3.2072], [-0.0244, -3.5172, 4.9477], [-1.0089, -1.2021, 4.7478], [2.9064, 1.9249, 0.7919], [4.9689, 2.0227, -0.5549]]
}

# 6
{
  "formula": "C5H8OSi",
  "method": "ωB97M-V with the def2-TZVPD basis set",
  "total_energy_ha": -559.943402,
  "e_above_lowest_ev": 2.124,
  "e_homo_ha": -0.324,
  "total_charge": 0,
  "homo_lumo_gap_ev": 8.62,
  "e_lumo_ev": -0.21,
  "symbols": ["C", "C", "C", "C", "Si", "C", "O", "H", "H", "H", "H", "H", "H", "H", "H"],
  "positions_angstrom": [[-1.4032, -0.4193, 1.2684], [-2.0861, 0.1514, 0.2873], [-1.4274, 0.6982, -0.8908], [-0.1399, 0.7436, -1.3733], [1.2581, -0.3483, -0.8721], [2.2589, -0.3960, 0.7620], [2.7529, 0.3357, -0.3847], [-1.8103, -0.7816, 2.1584], [-0.3626, -0.4779, 1.3026], [-3.2000, 0.1513, 0.1988], [-2.1076, 1.2454, -1.4465], [-0.1166, 1.5120, -2.1612], [1.6375, -1.5970, -1.5915], [1.7722, 0.2991, 1.5494], [2.9740, -1.1167, 1.1932]]
}

# 7
{
  "formula": "C7H17NPS",
  "method": "ωB97M-V with the def2-TZVPD basis set",
  "total_energy_ha": -1070.843497,
  "e_above_lowest_ev": 2.332,
  "e_homo_ha": -0.423,
  "total_charge": 1,
  "homo_lumo_gap_ev": 7.93,
  "e_lumo_ev": -3.58,
  "symbols": ["C", "C", "C", "P", "C", "N", "C", "C", "S", "C", "H", "H", "H", "H", "H", "H", "H", "H", "H", "H", "H", "H", "H", "H", "H", "H", "H"],
  "positions_angstrom": [[-1.6546, -0.8404, -1.5883], [-1.5706, -0.1420, -0.4021], [-2.2030, 1.3130, -0.1564], [-1.0982, 2.6798, -0.1437], [-1.0662, -0.7701, 0.8638], [-0.7715, -2.2354, 0.6057], [0.2533, -0.1400, 1.2987], [1.3209, 0.0811, 0.1255], [2.8573, 0.9171, 0.7365], [4.0419, 0.1660, -0.4070], [-1.0956, -1.6301, -2.0526], [-2.3560, -0.3026, -2.1756], [-2.9258, 1.3259, 0.7251], [-2.8805, 1.3807, -1.0247], [-2.0691, 3.4405, 0.5971], [-1.5748, 3.0541, -1.3899], [-1.7017, -0.7609, 1.7121], [-1.6957, -2.7903, 0.5342], [-0.1587, -2.5827, 1.3906], [-0.1924, -2.4311, -0.2297], [0.8573, -0.6326, 2.1914], [0.2268, 0.9785, 1.6106], [0.8913, 0.7539, -0.6858], [1.7386, -0.8594, -0.1575], [3.5910, 0.4258, -1.4659], [4.1990, -0.9178, -0.3644], [5.0370, 0.5191, -0.1475]]
}

# 8
{
  "formula": "C6H15ClO4Si2",
  "method": "ωB97M-V with the def2-TZVPD basis set",
  "total_energy_ha": -1577.822986,
  "e_homo_ha": -0.372,
  "total_charge": 0,
  "homo_lumo_gap_ev": 10.71,
  "e_lumo_ev": 0.58,
  "symbols": ["Si", "O", "Si", "C", "C", "C", "Cl", "H", "H", "H", "H", "H", "H", "H", "H", "H", "H", "H", "C", "C", "O", "C", "O", "O", "H", "H", "H", "H"],
  "positions_angstrom": [[-4.7320, 1.4985, 2.0957], [-4.4055, -0.1205, 2.1957], [-3.6887, -0.8470, 0.8858], [-1.8409, -0.5395, 0.8367], [-1.3347, -0.2484, -0.5838], [0.0244, 0.4383, -0.6083], [-0.1193, 2.2049, -0.8755], [-5.9425, 1.7110, 1.2757], [-4.9146, 1.9959, 3.4707], [-3.5945, 2.1795, 1.4363], [-4.3046, -0.2359, -0.3210], [-3.9940, -2.2893, 0.9719], [-1.5985, 0.2932, 1.4997], [-1.3645, -1.4426, 1.2219], [-1.2549, -1.1804, -1.1455], [-2.0633, 0.3644, -1.1149], [0.6537, 0.0712, -1.4083], [0.5627, 0.2974, 0.3236], [4.4508, 0.4998, -1.3995], [5.3582, -0.6179, -0.9129], [4.4418, -1.4638, -0.2085], [3.1973, -1.2454, -0.6881], [2.2431, -1.8999, -0.4258], [3.1900, -0.1702, -1.5095], [4.7358, 0.9112, -2.3629], [4.3538, 1.3074, -0.6731], [5.7964, -1.1863, -1.7342], [6.1443, -0.2854, -0.2418]]
}

Please write out number 8 again, unchanged.
{
  "formula": "C6H15ClO4Si2",
  "method": "ωB97M-V with the def2-TZVPD basis set",
  "total_energy_ha": -1577.822986,
  "e_homo_ha": -0.372,
  "total_charge": 0,
  "homo_lumo_gap_ev": 10.71,
  "e_lumo_ev": 0.58,
  "symbols": ["Si", "O", "Si", "C", "C", "C", "Cl", "H", "H", "H", "H", "H", "H", "H", "H", "H", "H", "H", "C", "C", "O", "C", "O", "O", "H", "H", "H", "H"],
  "positions_angstrom": [[-4.7320, 1.4985, 2.0957], [-4.4055, -0.1205, 2.1957], [-3.6887, -0.8470, 0.8858], [-1.8409, -0.5395, 0.8367], [-1.3347, -0.2484, -0.5838], [0.0244, 0.4383, -0.6083], [-0.1193, 2.2049, -0.8755], [-5.9425, 1.7110, 1.2757], [-4.9146, 1.9959, 3.4707], [-3.5945, 2.1795, 1.4363], [-4.3046, -0.2359, -0.3210], [-3.9940, -2.2893, 0.9719], [-1.5985, 0.2932, 1.4997], [-1.3645, -1.4426, 1.2219], [-1.2549, -1.1804, -1.1455], [-2.0633, 0.3644, -1.1149], [0.6537, 0.0712, -1.4083], [0.5627, 0.2974, 0.3236], [4.4508, 0.4998, -1.3995], [5.3582, -0.6179, -0.9129], [4.4418, -1.4638, -0.2085], [3.1973, -1.2454, -0.6881], [2.2431, -1.8999, -0.4258], [3.1900, -0.1702, -1.5095], [4.7358, 0.9112, -2.3629], [4.3538, 1.3074, -0.6731], [5.7964, -1.1863, -1.7342], [6.1443, -0.2854, -0.2418]]
}